(1)
The following is a DFT calculation (ωB97M-V/def2-TZVPD) of 9 unconnected molecules or ions with the total composition C52H78BFN4O23S in a non-equilibrium geometry.

The geometry in ORCA input format:
```
! wB97M-V def2-TZVPD RIJCOSX def2/J DEFGRID3
* xyz 0 1
C -1.53409 -0.27828 6.09880
C -0.61043 -1.39172 5.42251
N 0.42796 -0.80129 4.54913
C 0.07122 -0.90112 3.10296
C 0.37172 -2.42147 2.69867
O 1.45989 -3.00097 3.44630
N 2.62581 -2.59737 2.81348
O 3.27782 -2.01184 3.60901
O -1.32915 -0.60851 2.97696
C -1.62852 0.29314 1.89948
B -1.24460 -0.30087 0.42572
O 0.11768 -0.31071 -0.00879
O -2.21975 -0.81772 -0.44524
C -2.17064 -0.05528 -1.67248
C -1.08582 1.77086 2.08131
F -0.63165 2.07795 3.37370
O -2.08039 2.64812 1.56530
C -2.71191 3.44506 2.57274
C -1.96365 4.79303 2.90975
C -0.87860 5.22597 1.84261
S 0.78719 5.17628 2.62943
C 1.88262 3.95056 1.80888
N 3.15617 3.63370 2.25349
N 3.73264 2.68732 1.43178
C 2.86050 2.33980 0.45022
O 1.72024 3.13495 0.68638
C -4.14070 3.84629 1.98095
C -5.21800 2.72875 2.13669
C -5.06469 1.47595 2.86046
C -6.09240 0.43465 2.96338
C -7.37739 0.65246 2.30513
C -8.43933 -0.49226 2.39961
C -7.57371 1.91825 1.60857
C -6.53895 2.95736 1.50223
H -1.99974 -0.62553 7.05268
H -2.32075 0.01245 5.34082
H -0.91463 0.65421 6.24520
H -1.20059 -2.21701 4.95753
H -0.05794 -1.86115 6.29238
H 0.53923 0.20281 4.69920
H 0.75633 -0.17899 2.58800
H 0.45007 -2.56183 1.58909
H -0.55256 -2.98438 3.01671
H -2.75534 0.38415 1.87768
H 0.38320 -1.24798 -0.06885
H -1.14604 -0.06502 -2.14356
H -2.90592 -0.41117 -2.43961
H -2.41137 1.01841 -1.45350
H -0.18640 1.86539 1.40288
H -2.95315 2.88918 3.52074
H -1.43138 4.64208 3.89359
H -2.64981 5.66808 3.09220
H -0.94538 4.69458 0.86304
H -1.07135 6.31512 1.61820
H 2.91643 1.61040 -0.37776
H -4.49653 4.71302 2.61258
H -4.06017 4.19599 0.91268
H -4.08771 1.23789 3.35688
H -5.85990 -0.49840 3.53655
H -8.56095 -0.90484 3.42946
H -9.38981 -0.16659 1.91136
H -8.03623 -1.33826 1.76791
H -8.56927 2.09571 1.12399
H -6.76783 3.90287 0.94890
O 4.37390 9.03399 -1.66257
C 4.43834 7.88390 -1.33004
C 5.60802 7.22067 -0.64457
C 5.29387 5.74974 -0.84006
C 3.77791 5.73924 -0.88888
O 3.42270 6.99587 -1.48957
H 5.61276 7.50192 0.41033
H 6.54647 7.49960 -1.11954
H 5.69901 5.10427 -0.06061
H 5.70002 5.41649 -1.79911
H 3.32945 5.66902 0.10576
H 3.38941 4.92392 -1.49967
O -2.70516 -3.92909 7.79548
C -1.91715 -4.52130 7.11139
C -2.25483 -5.51642 6.02597
C -0.92142 -6.20831 5.79995
C 0.07056 -5.12247 6.15954
O -0.57361 -4.34827 7.18624
H -2.58877 -4.97436 5.13843
H -3.02050 -6.21403 6.35989
H -0.79049 -6.59252 4.78833
H -0.82102 -7.04714 6.49377
H 0.29223 -4.46477 5.31428
H 1.00389 -5.53212 6.54058
O 3.50239 -7.75947 6.14154
C 3.99970 -6.69310 5.91254
C 5.47386 -6.36777 5.97224
C 5.46473 -4.84861 5.98703
C 4.19840 -4.52613 5.22180
O 3.29499 -5.60200 5.51434
H 5.96160 -6.76462 5.07957
H 5.92873 -6.77763 6.87183
H 6.35697 -4.39825 5.55201
H 5.37645 -4.49267 7.01681
H 4.36230 -4.49406 4.14164
H 3.75680 -3.58256 5.53933
O 0.02543 -3.94179 0.24145
C 0.92671 -4.59725 -0.21693
C 1.45185 -4.51838 -1.62911
C 2.26357 -5.79625 -1.73866
C 2.70704 -6.01834 -0.30765
O 1.64193 -5.49187 0.50198
H 2.07631 -3.62628 -1.72638
H 0.63596 -4.49581 -2.34996
H 3.09419 -5.73132 -2.44208
H 1.61171 -6.62085 -2.06280
H 3.62714 -5.47779 -0.06575
H 2.85001 -7.07483 -0.08204
O -1.76610 2.33900 -3.50782
C -0.58486 2.37869 -3.71639
C 0.40953 3.29263 -3.04349
C 1.61719 3.17647 -3.95639
C 1.46658 1.77748 -4.51770
O 0.05176 1.54640 -4.58613
H 0.61996 2.91048 -2.04011
H 0.03746 4.30817 -2.99560
H 2.56986 3.33575 -3.44901
H 1.53888 3.90813 -4.75964
H 1.91132 1.01793 -3.86782
H 1.90019 1.68710 -5.51401
O 0.49202 5.77648 -4.28808
C 0.20075 6.91215 -4.02082
C 0.62146 8.14130 -4.78797
C 0.31587 9.25355 -3.80014
C -0.83744 8.67325 -3.00894
O -0.60301 7.25609 -2.98595
H 0.01496 8.22003 -5.69272
H 1.67992 8.10330 -5.03797
H 0.07848 10.20758 -4.27056
H 1.17606 9.40732 -3.14353
H -1.80406 8.85814 -3.48494
H -0.86832 9.05527 -1.98908
O 1.36537 -7.78423 -3.38672
C 1.07844 -7.66087 -4.54680
C 0.85845 -8.78187 -5.53283
C 0.92522 -8.05339 -6.86416
C 0.43463 -6.66785 -6.49855
O 0.86467 -6.46182 -5.14300
H -0.12539 -9.22141 -5.35685
H 1.63681 -9.53736 -5.44621
H 0.33858 -8.52330 -7.65324
H 1.96341 -8.00205 -7.20234
H -0.65488 -6.58923 -6.53355
H 0.86375 -5.89834 -7.13922
O -0.95893 -0.75569 -10.95836
C -1.14931 -0.24523 -9.89109
C -0.96339 1.21702 -9.55921
C -0.95729 1.20008 -8.04078
C -1.83125 0.00547 -7.72481
O -1.61195 -0.91749 -8.80372
H -1.80807 1.78257 -9.95766
H -0.02563 1.59342 -9.96306
H -1.31524 2.12567 -7.59026
H 0.05896 1.02128 -7.67969
H -2.89338 0.26268 -7.69706
H -1.55787 -0.46332 -6.78007
*
```

As for the SMILES: CCN[C@@H](CON=O)O[C@H](B(O)OC)[C@H](F)O[C@@H](CCSc1nnco1)Cc1ccc(C)cc1.O=C1CCCO1.O=C1CCCO1.O=C1CCCO1.O=C1CCCO1.O=C1CCCO1.O=C1CCCO1.O=C1CCCO1.O=C1CCCO1. The largest force on an atom is 5.6 eV/A. The value obtained for the electronic energy is -122466.2620 eV.

Results of the Mulliken charge analysis, in e, for atoms 1 through 6:
1 C -0.973
2 C 0.092
3 N -0.147
4 C -0.201
5 C -0.179
6 O 0.350

=====

(2)
The following is a DFT calculation (ωB97M-V/def2-TZVPD) of a molecular structure, C52H80FGeN4O2P4RhS2 in a non-equilibrium geometry.

The geometry in ORCA input format:
```
! wB97M-V def2-TZVPD RIJCOSX def2/J DEFGRID3
* xyz 1 6
Rh 0.14030 0.54974 -0.25870
C -0.25918 -4.51895 -1.66171
C -0.05099 -3.36899 -0.67731
C 1.40573 -3.36376 -0.23749
P -0.57134 -1.66422 -1.27341
C 0.33362 -1.60073 -2.92085
N 1.70334 -1.21838 -2.78746
Ge 2.29535 -0.05122 -1.22766
N 3.44429 -0.69248 0.46614
C 2.81771 -0.66846 1.74874
P 1.29041 0.40665 1.84841
C 0.23765 -0.52270 3.09455
C -0.81585 0.44599 3.61998
C 0.92350 -1.28499 4.22489
C 2.02469 1.91294 2.69393
C 2.57269 1.73505 4.10608
C 3.11392 2.45212 1.76782
C 4.32558 -1.66729 0.17146
C 4.85164 -2.59881 1.08623
C 5.69825 -3.59655 0.65698
C 6.03513 -3.71288 -0.68404
C 5.52994 -2.80497 -1.60246
C 4.70863 -1.77792 -1.18702
N 4.21483 -0.74523 -2.04882
C 3.96583 -1.17229 -3.39869
C 4.96762 -1.29970 -4.34199
C 4.68107 -1.81012 -5.59772
C 3.37767 -2.15793 -5.92350
C 2.35762 -1.98478 -5.01401
C 2.62608 -1.47942 -3.73165
C 5.05476 0.41754 -2.02760
C 6.43158 0.34751 -1.95662
C 7.18639 1.50414 -2.05255
C 6.55383 2.72712 -2.22575
C 5.17853 2.81382 -2.25910
C 4.39370 1.65926 -2.12509
N 3.03960 1.62243 -2.04523
C 2.30085 2.85221 -1.98886
P 0.50722 2.62385 -1.51649
C 0.07217 4.29104 -0.77543
C 0.15937 4.22133 0.74579
C 0.86883 5.48290 -1.29198
C -0.36385 2.59862 -3.20030
C -0.83633 3.93945 -3.75406
C 0.48283 1.88261 -4.25283
C -2.28577 -2.05505 -1.93310
C -3.12930 -2.79074 -0.89849
C -3.00323 -0.76665 -2.31622
H -0.16224 -5.46195 -1.12540
H 0.50191 -4.50176 -2.43608
H -1.23344 -4.51030 -2.13598
H -0.67684 -3.54047 0.20865
H 2.06753 -3.20109 -1.08853
H 1.66731 -4.31735 0.21955
H 1.57173 -2.57304 0.48345
H -0.21981 -0.88301 -3.54456
H 0.25209 -2.58995 -3.38732
H 3.52495 -0.30814 2.50474
H 2.50904 -1.68092 2.04046
H -0.28193 -1.25531 2.45920
H -0.37555 1.20295 4.26191
H -1.56717 -0.09373 4.18962
H -1.31502 0.93230 2.78176
H 1.54812 -0.64894 4.84186
H 1.52433 -2.10936 3.84987
H 0.15051 -1.70977 4.86361
H 1.20825 2.64101 2.74055
H 3.33847 0.96491 4.15739
H 1.78582 1.49851 4.81542
H 3.02779 2.67307 4.42421
H 4.00505 1.82876 1.80118
H 3.40054 3.45880 2.06728
H 2.75683 2.47497 0.73857
H 4.59790 -2.53558 2.13256
H 6.10144 -4.30149 1.36948
H 6.69740 -4.49610 -1.01515
H 5.79123 -2.90126 -2.64481
H 5.97874 -1.00757 -4.10276
H 5.47742 -1.93907 -6.31120
H 3.16173 -2.55195 -6.90330
H 1.34227 -2.21915 -5.29992
H 6.91784 -0.60725 -1.82490
H 8.26090 1.44289 -2.01527
H 7.14786 3.62093 -2.33081
H 4.71208 3.77807 -2.38841
H 2.34710 3.37753 -2.95260
H 2.73369 3.51239 -1.22557
H -0.98456 4.41641 -1.02995
H 1.18648 4.33350 1.08056
H -0.23119 3.26834 1.10381
H -0.43469 5.01812 1.18922
H 1.89216 5.46596 -0.92290
H 0.40644 6.39837 -0.92840
H 0.89295 5.52576 -2.37566
H -1.25501 1.98892 -3.00814
H 0.00477 4.56128 -4.04943
H -1.45100 4.48758 -3.04593
H -1.44146 3.75916 -4.64164
H 1.18723 2.56878 -4.71833
H -0.15603 1.48845 -5.04206
H 1.04870 1.05999 -3.82054
H -2.16343 -2.67159 -2.83210
H -3.05096 -2.29110 0.06896
H -2.84603 -3.83395 -0.78727
H -4.17679 -2.75775 -1.19299
H -3.39941 -0.30026 -1.41529
H -3.83556 -0.98917 -2.98016
H -2.33842 -0.06944 -2.82585
C -3.48499 -2.29999 5.31959
C -4.49404 -1.34465 4.69466
C -5.58162 -0.94881 5.68077
O -5.06917 -2.00771 3.56058
P -5.47196 -1.15241 2.25775
S -7.01117 0.10400 2.62140
S -3.89071 -0.15699 1.57467
O -5.80418 -2.26269 1.18323
C -6.61661 -3.44171 1.33336
C -5.76252 -4.58006 1.87422
C -7.83916 -3.19666 2.19869
H -2.93280 -1.79147 6.10631
H -2.78944 -2.65526 4.56279
H -3.99624 -3.15752 5.74950
H -3.97422 -0.44736 4.32598
H -6.10405 -1.83140 6.04368
H -6.30307 -0.28646 5.20613
H -5.13729 -0.42774 6.52401
H -6.91837 -3.66150 0.30007
H -5.59936 -4.45430 2.93890
H -4.79673 -4.60088 1.37439
H -6.26535 -5.52486 1.69961
H -7.52400 -2.91676 3.20181
H -8.43571 -4.10383 2.25901
H -8.45289 -2.40132 1.78498
F -5.18578 6.16406 1.74592
C -4.48107 5.12647 1.26944
C -3.68743 4.38683 2.14234
C -2.97147 3.32447 1.65978
C -3.01656 2.96563 0.28670
C -2.30946 1.89698 -0.23521
C -3.83236 3.75921 -0.56852
C -4.56168 4.81323 -0.08400
H -3.66116 4.65739 3.18663
H -2.37513 2.73178 2.33479
H -2.46371 1.65227 -1.27064
H -1.79046 1.17226 0.41293
H -3.89022 3.50112 -1.61349
H -5.20479 5.39556 -0.72424
*
```

The largest force on an atom is 2.6 eV/A. The energy above the lowest of the compared OMol25 structures with the same formula, charge and spin comes out at 0.000 eV.

Results of the Mulliken charge analysis, in e, for atoms 1 through 6:
1 Rh -1.738
2 C -1.950
3 C 0.532
4 C -1.098
5 P 0.795
6 C -2.253

=====

The lowest largest force on an atom belongs to which entry?
C52H80FGeN4O2P4RhS2